1.
Here is a structure of composition C4H6O2S at a distorted geometry from OMol25. Energies are from ωB97M-V/def2-TZVPD.

XYZ file:
```
13
Properties=species:S:1:pos:R:3:forces:R:3
S 0.843 0.122 0.228 -2.24 2.18 -2.28
O 1.657 -1.012 0.424 1.59 -2.63 0.69
O -0.332 0.286 1.292 -2.46 -1.27 -0.43
C 2.218 2.050 0.231 2.46 0.04 -1.69
C -1.505 -0.595 0.929 -0.54 0.45 -0.52
C -1.484 -0.828 -0.586 -1.27 -1.37 2.82
C -0.392 -0.432 -1.101 3.02 1.45 -2.22
H -1.292 -1.563 1.368 -0.51 -0.03 0.63
H 1.896 2.597 -0.623 -1.41 1.19 0.06
H -0.174 -0.498 -2.184 0.45 -0.07 0.95
H -2.509 -0.129 1.180 1.58 -0.40 0.45
H -2.095 -1.610 -1.029 -0.62 0.65 -0.04
H 3.169 1.611 -0.130 -0.07 -0.21 1.58
```
Forces are in eV/Å.

As for the total charge: 0. The spin multiplicity is 3. For the gap between HOMO and LUMO (alpha / beta), the calculation gives 0.2770 / 0.3337 Eh. As for the total energy: -704.39474 Ha. Its energy above the lowest of the compared OMol25 structures with the same formula, charge and spin is 429.9 kJ/mol. As for the molar mass: 118.2 g/mol. The expectation value of S² is 2.01. The LUMO energy (alpha / beta) is 0.8 / -0.8 eV.


2.
Here is the molecule CH2ClF at a distorted geometry from OMol25. Energies are from ωB97M-V/def2-TZVPD.

XYZ file:
```
5
Properties=species:S:1:pos:R:3:forces:R:3
Cl 1.652 -0.586 -0.060 -1.70 0.51 0.10
F -0.211 1.316 0.044 0.70 0.95 1.06
C -0.098 -0.027 0.051 -0.75 -0.23 -3.61
H -0.735 -0.223 -0.891 1.67 -0.92 1.09
H -0.609 -0.479 0.857 0.07 -0.31 1.36
```
Forces are in eV/Å.

As for the total charge: 0. As for the SMILES: FCCl. For the gap between HOMO and LUMO, the calculation gives 0.4507 Eh. As for the total energy: -599.33550 Ha. Its energy above the lowest of the compared OMol25 structures with the same formula, charge and spin is 33.6 kJ/mol. As for the molar mass: 68.5 g/mol. The LUMO energy is 1.0 eV.


3.
Here is the molecule C7H11IN2 at a distorted geometry from OMol25. Energies are from ωB97M-V/def2-TZVPD.

XYZ file:
```
21
Properties=species:S:1:pos:R:3:forces:R:3
I 1.276 0.438 3.597 -0.45 -1.61 -1.03
N 0.591 -0.457 0.099 1.22 -1.26 3.03
N 0.935 -2.697 0.553 0.70 -1.05 -0.07
C -0.133 0.561 -0.570 -2.36 2.57 1.70
C -1.662 0.508 0.092 3.78 0.36 0.49
C -0.435 0.414 -2.087 1.48 0.79 1.99
C 0.895 -2.401 1.882 0.12 -1.29 -0.44
C 0.533 1.989 -0.145 -2.87 -0.80 0.20
C 0.831 -1.683 -0.252 -1.37 1.88 -1.18
C 0.692 -1.163 2.336 -0.11 2.05 -1.01
H -2.300 -0.064 -0.492 -1.25 -1.00 -1.09
H 0.194 2.807 -0.793 -0.33 -0.21 0.15
H 0.923 -3.404 2.381 0.11 1.60 0.72
H -1.932 1.512 0.178 -1.01 1.63 -0.15
H 0.465 0.334 -2.634 1.05 0.06 -0.90
H -0.936 -0.490 -2.126 -1.24 -1.80 -0.71
H -1.039 1.225 -2.446 -0.26 0.34 -0.02
H 0.786 -1.794 -1.323 0.22 -0.95 -0.45
H 1.549 1.950 -0.282 2.60 -0.37 -0.32
H -1.599 0.126 1.100 0.11 -0.31 0.22
H 0.367 2.292 0.931 -0.13 -0.64 -1.12
```
Forces are in eV/Å.

As for the total charge: 0. For the gap between HOMO and LUMO (alpha / beta), the calculation gives 0.2725 / 0.2725 Eh. As for the total energy: -680.34528 Ha. Its energy above the lowest of the compared OMol25 structures with the same formula, charge and spin is 304.6 kJ/mol. As for the molar mass: 250.1 g/mol. The LUMO energy (alpha / beta) is -0.8 / -0.8 eV.


4.
Here is the molecule C2H3BF2O at a distorted geometry from OMol25. Energies are from ωB97M-V/def2-TZVPD.

XYZ file:
```
9
Properties=species:S:1:pos:R:3:forces:R:3
F -0.469 -0.092 1.932 -0.39 0.56 -1.15
F 0.759 1.212 -1.088 0.15 -1.05 0.46
O -0.951 1.792 0.802 -0.59 -0.42 -0.29
C 0.571 0.178 -0.107 0.39 0.91 -2.04
C -0.445 0.737 0.781 0.13 0.66 3.17
B -0.091 -1.108 -0.781 0.12 0.41 -0.02
H 1.480 0.230 0.519 -0.26 -0.82 -0.32
H -0.638 -1.907 -0.085 0.34 -0.01 -0.19
H -0.217 -1.041 -1.972 0.12 -0.23 0.38
```
Forces are in eV/Å.

As for the total charge: 0. As for the SMILES: B[C@@H](F)C(=O)F. For the gap between HOMO and LUMO, the calculation gives 0.4066 Eh. As for the total energy: -377.78103 Ha. Its energy above the lowest of the compared OMol25 structures with the same formula, charge and spin is 257.8 kJ/mol. As for the molar mass: 91.9 g/mol. The LUMO energy is -0.9 eV.